# 1
This record from the OMol25 dataset describes a molecular structure, C38H25CrNO5S at a distorted geometry. The level of theory is wB97M-V/def2-TZVPD.

Computed properties:
HOMO (spin up / spin down)   -10.00 / -11.25 eV
Total charge   +1
Kohn-Sham gap (spin up / spin down)   6.418 / 5.184 eV
2S+1   4
Largest force on an atom   4.9 eV/Å
Molecular weight   659.68 g/mol
E_LUMO (spin up / spin down)   -3.6 / -6.1 eV
ΔE to the lowest compared entry with this formula, charge and spin   13.2 kcal per mole

Cartesian coordinates (Å):
C  -4.769  4.033  -2.754
C  -3.927  3.987  -1.643
C  -3.499  2.758  -1.134
C  -3.813  1.567  -1.788
S  -3.302  -0.009  -1.021
C  -1.578  -0.170  -1.199
C  -0.973  -1.405  -1.536
C  0.042  -1.586  -2.529
C  0.266  -2.844  -3.067
C  -0.381  -3.978  -2.546
C  -0.224  -5.274  -3.144
N  -0.123  -6.339  -3.621
C  -1.185  -3.833  -1.406
C  -1.468  -2.585  -0.903
O  -3.620  0.162  0.385
O  -4.015  -0.990  -1.810
C  -4.600  1.618  -2.950
C  -5.123  2.841  -3.388
H  -5.115  4.997  -3.131
H  -3.606  4.912  -1.166
H  -2.902  2.707  -0.222
H  -1.027  0.729  -0.972
H  0.564  -0.696  -2.890
H  0.913  -2.953  -3.940
H  -1.630  -4.720  -0.956
H  -2.063  -2.469  -0.001
H  -4.833  0.702  -3.488
H  -5.808  2.863  -4.235
O  -0.717  -4.766  2.517
C  0.111  -4.081  2.974
Cr  1.608  -2.996  3.437
C  1.677  -2.781  1.577
O  1.715  -2.796  0.409
C  2.812  -4.419  3.051
O  3.475  -5.286  2.642
C  1.981  -2.926  5.582
C  0.671  -2.500  5.330
C  0.427  -1.505  4.370
C  1.474  -0.867  3.671
C  1.208  -0.047  2.480
C  1.210  0.511  1.385
C  1.181  1.268  0.197
C  2.308  1.161  -0.730
C  3.391  0.312  -0.389
C  4.605  0.362  -1.071
C  4.764  1.193  -2.187
C  3.672  1.942  -2.627
C  2.487  1.948  -1.896
C  0.230  2.368  0.122
C  -0.355  2.872  1.310
C  -0.958  4.129  1.340
C  -1.073  4.873  0.160
C  -0.730  4.276  -1.056
C  -0.176  3.000  -1.080
C  2.790  -1.308  3.961
C  3.044  -2.300  4.911
H  2.186  -3.749  6.272
H  -0.168  -2.975  5.845
H  -0.599  -1.239  4.110
H  3.271  -0.352  0.464
H  5.442  -0.237  -0.718
H  5.719  1.263  -2.701
H  3.758  2.554  -3.524
H  1.704  2.609  -2.238
H  -0.271  2.271  2.213
H  -1.315  4.537  2.286
H  -1.455  5.892  0.189
H  -0.898  4.789  -2.001
H  -0.096  2.475  -2.033
H  3.618  -0.880  3.394
H  4.070  -2.617  5.110

Partial atomic charges computed with the Löwdin method, in multiples of e:
1 C -0.065
2 C -0.075
3 C -0.077
4 C -0.248
5 S 0.684
6 C -0.066
7 C -0.248
8 C 0.003
9 C -0.014
10 C -0.218
11 C -0.165
12 N 0.166
13 C -0.021
14 C -0.031
15 O -0.304
16 O -0.298
17 C -0.044
18 C -0.064
19 H 0.111
20 H 0.100
21 H 0.101
22 H 0.057
23 H 0.119
24 H 0.128
25 H 0.129
26 H 0.122
27 H 0.114
28 H 0.111
29 O 0.185
30 C -0.041
31 Cr 0.248
32 C -0.103
33 O 0.180
34 C -0.045
35 O 0.192
36 C -0.083
37 C -0.081
38 C -0.070
39 C -0.249
40 C 0.084
41 C 0.037
42 C -0.105
43 C -0.149
44 C -0.025
45 C -0.064
46 C -0.064
47 C -0.059
48 C -0.016
49 C -0.191
50 C -0.008
51 C -0.058
52 C -0.078
53 C -0.079
54 C -0.072
55 C -0.064
56 C -0.084
57 H 0.152
58 H 0.154
59 H 0.159
60 H 0.091
61 H 0.108
62 H 0.112
63 H 0.115
64 H 0.083
65 H 0.106
66 H 0.115
67 H 0.114
68 H 0.122
69 H 0.116
70 H 0.155
71 H 0.154

***

# 2
This record from the OMol25 dataset describes a molecular structure, C38H26BrClCrF4NO4PS at a distorted geometry. The level of theory is wB97M-V/def2-TZVPD.

Computed properties:
HOMO (spin up / spin down)   -4.27 / -4.25 eV
Total charge   -1
Kohn-Sham gap (spin up / spin down)   6.385 / 6.354 eV
2S+1   4
Largest force on an atom   1.2 eV/Å
Molecular weight   867.02 g/mol
E_LUMO (spin up / spin down)   2.1 / 2.1 eV
ΔE to the lowest compared entry with this formula, charge and spin   13.2 kcal per mole

Cartesian coordinates (Å):
Cr  -1.201  0.290  0.051
O  -3.345  3.643  -0.430
C  -3.261  2.421  -0.426
O  -2.146  1.797  -0.548
C  -4.516  1.585  -0.328
C  -5.726  2.280  -0.317
C  -6.939  1.622  -0.281
C  -6.965  0.235  -0.235
C  -5.784  -0.471  -0.239
C  -4.547  0.184  -0.299
S  -3.175  -0.887  -0.393
H  -5.673  3.359  -0.342
H  -7.869  2.173  -0.303
H  -7.908  -0.295  -0.205
H  -5.784  -1.550  -0.202
F  4.018  6.233  -0.816
C  3.508  4.993  -0.721
C  4.214  3.980  -0.072
F  5.410  4.250  0.479
C  3.696  2.695  -0.013
F  4.470  1.770  0.580
C  2.459  2.364  -0.572
P  1.546  0.763  -0.427
C  2.163  -0.053  -1.956
C  2.371  0.646  -3.139
C  2.734  -0.024  -4.295
C  2.891  -1.399  -4.292
C  2.693  -2.102  -3.116
C  2.333  -1.437  -1.961
C  2.498  -0.102  0.881
C  1.939  -0.009  2.152
C  2.519  -0.663  3.223
C  3.655  -1.430  3.027
C  4.221  -1.519  1.765
C  3.659  -0.847  0.696
C  1.752  3.411  -1.206
Br  0.075  3.025  -1.993
C  2.270  4.691  -1.286
F  1.596  5.658  -1.916
H  2.251  1.717  -3.172
H  2.891  0.538  -5.204
H  3.157  -1.918  -5.202
H  2.817  -3.177  -3.092
H  2.172  -1.999  -1.053
H  1.035  0.573  2.286
H  2.071  -0.574  4.200
H  4.107  -1.952  3.859
H  5.112  -2.113  1.609
H  4.144  -0.887  -0.270
C  -0.541  3.158  1.760
C  -1.155  2.018  2.506
C  -1.425  1.979  3.853
C  -2.010  0.720  4.110
C  -2.060  0.056  2.910
C  -2.673  -1.283  2.683
N  -1.529  0.840  1.917
H  -0.345  3.970  2.460
H  -1.204  3.538  0.983
H  0.410  2.868  1.297
H  -1.210  2.759  4.563
H  -2.353  0.348  5.060
H  -2.846  -1.764  3.644
H  -2.044  -1.929  2.072
H  -3.636  -1.171  2.186
Cl  0.596  -7.611  -1.798
C  0.345  -5.922  -1.511
C  0.681  -5.392  -0.273
C  0.475  -4.050  -0.037
C  -0.055  -3.230  -1.036
C  -0.380  -3.775  -2.276
C  -0.186  -5.123  -2.512
C  -0.280  -1.798  -0.750
O  -0.548  -0.961  -1.645
O  -0.224  -1.408  0.453
H  1.104  -6.032  0.485
H  0.716  -3.607  0.918
H  -0.793  -3.129  -3.036
H  -0.441  -5.553  -3.468

Partial atomic charges computed with the Löwdin method, in multiples of e:
1 Cr 0.626
2 O 0.039
3 C -0.580
4 O -0.271
5 C -0.126
6 C -0.030
7 C -0.104
8 C -0.107
9 C -0.142
10 C -0.542
11 S 0.813
12 H 0.111
13 H 0.090
14 H 0.094
15 H 0.089
16 F 0.114
17 C -0.119
18 C -0.128
19 F 0.109
20 C -0.180
21 F 0.098
22 C -0.290
23 P 1.118
24 C -0.320
25 C -0.090
26 C -0.078
27 C -0.086
28 C -0.068
29 C -0.116
30 C -0.349
31 C -0.074
32 C -0.061
33 C -0.087
34 C -0.084
35 C -0.106
36 C -0.569
37 Br 0.987
38 C -0.250
39 F 0.081
40 H 0.067
41 H 0.101
42 H 0.099
43 H 0.108
44 H 0.096
45 H 0.092
46 H 0.107
47 H 0.097
48 H 0.100
49 H 0.108
50 C -0.038
51 C -0.387
52 C -0.087
53 C -0.087
54 C -0.367
55 C -0.086
56 N -0.038
57 H 0.079
58 H 0.056
59 H 0.041
60 H 0.084
61 H 0.083
62 H 0.071
63 H 0.046
64 H 0.040
65 Cl 0.656
66 C -0.673
67 C -0.097
68 C 0.003
69 C -0.136
70 C 0.004
71 C -0.098
72 C -0.701
73 O -0.089
74 O -0.129
75 H 0.103
76 H 0.127
77 H 0.130
78 H 0.103

***

# 3
This record from the OMol25 dataset describes a molecular structure, C38H26Cl2F3HfN4O4S2Sb at a distorted geometry. The level of theory is wB97M-V/def2-TZVPD.

Computed properties:
HOMO   -8.51 eV
Total charge   0
Kohn-Sham gap   7.297 eV
Largest force on an atom   6.5 eV/Å
Molecular weight   1094.93 g/mol
E_LUMO   -1.2 eV
ΔE to the lowest compared entry with this formula, charge and spin   46.0 kcal per mole

Cartesian coordinates (Å):
Hf  2.070  0.705  0.908
N  1.005  0.533  2.916
C  -0.345  -0.045  2.552
C  -0.201  -1.002  1.394
O  -1.077  -1.760  1.025
O  0.966  -0.890  0.748
H  1.458  -0.171  3.570
H  0.857  1.438  3.366
H  -0.962  0.780  2.250
H  -0.877  -0.580  3.365
S  4.205  0.002  2.049
C  4.619  -0.148  0.328
S  3.426  -0.632  -0.878
C  5.944  0.087  -0.053
C  6.376  0.093  -1.394
N  6.809  0.180  -2.471
C  6.961  0.093  0.885
N  7.843  0.107  1.689
Cl  -2.136  7.844  3.023
C  -2.862  6.293  3.202
C  -3.923  6.077  4.080
C  -4.603  4.856  4.193
C  -4.380  3.945  3.214
C  -3.397  4.196  2.261
Cl  -3.365  3.245  0.835
C  -2.455  5.207  2.374
N  -1.355  5.215  1.556
C  -0.080  5.680  1.718
C  0.410  6.290  2.936
C  1.634  6.934  2.925
C  2.280  7.148  1.683
C  1.951  6.359  0.584
C  0.841  5.513  0.636
C  0.702  4.314  -0.310
C  1.225  3.009  0.244
O  0.415  1.982  0.465
O  2.483  2.790  0.325
H  -4.220  6.877  4.736
H  -5.463  4.788  4.898
H  -5.043  3.136  2.947
H  -1.456  4.606  0.755
H  -0.165  6.327  3.830
H  1.952  7.456  3.830
H  3.033  7.927  1.608
H  2.512  6.352  -0.312
H  1.219  4.518  -1.233
H  -0.306  4.163  -0.635
F  -6.003  -4.890  -0.333
C  -4.788  -4.522  -0.719
C  -3.938  -5.479  -1.212
C  -2.661  -5.119  -1.599
C  -2.262  -3.801  -1.427
C  -3.095  -2.820  -0.939
C  -4.411  -3.198  -0.573
Sb  -0.382  -2.936  -1.960
C  -0.338  -3.445  -4.103
C  -0.260  -2.347  -4.936
C  0.013  -2.480  -6.277
C  0.065  -3.770  -6.790
F  0.174  -3.940  -8.122
C  0.070  -4.890  -5.961
C  -0.204  -4.731  -4.616
C  0.579  -4.792  -1.099
C  1.711  -5.365  -1.725
C  2.662  -6.079  -1.026
C  2.458  -6.262  0.383
F  3.422  -6.931  1.101
C  1.333  -5.724  0.981
C  0.401  -5.006  0.239
H  -4.376  -6.478  -1.400
H  -2.018  -5.807  -2.095
H  -2.821  -1.787  -0.833
H  -5.098  -2.468  -0.212
H  -0.551  -1.375  -4.527
H  0.023  -1.596  -6.932
H  0.223  -5.882  -6.480
H  -0.481  -5.615  -4.004
H  1.843  -5.150  -2.755
H  3.563  -6.561  -1.500
H  1.113  -5.897  2.064
H  -0.490  -4.691  0.768

Partial atomic charges computed with the Löwdin method, in multiples of e:
1 Hf 1.359
2 N -0.062
3 C -0.118
4 C -0.560
5 O 0.062
6 O -0.291
7 H 0.140
8 H 0.117
9 H 0.110
10 H 0.148
11 S 0.549
12 C -1.092
13 S 0.588
14 C -0.402
15 C -0.240
16 N 0.170
17 C -0.258
18 N 0.164
19 Cl 0.770
20 C -0.575
21 C -0.101
22 C -0.086
23 C -0.123
24 C -0.603
25 Cl 0.759
26 C -0.285
27 N 0.075
28 C -0.193
29 C -0.076
30 C -0.076
31 C -0.076
32 C -0.036
33 C -0.143
34 C -0.030
35 C -0.488
36 O -0.130
37 O -0.072
38 H 0.103
39 H 0.127
40 H 0.105
41 H 0.061
42 H 0.072
43 H 0.111
44 H 0.102
45 H 0.106
46 H 0.137
47 H 0.105
48 F 0.072
49 C -0.314
50 C -0.013
51 C -0.099
52 C -0.419
53 C -0.161
54 C 0.007
55 Sb 1.558
56 C -0.392
57 C -0.176
58 C -0.019
59 C -0.282
60 F 0.056
61 C -0.020
62 C -0.135
63 C -0.343
64 C -0.129
65 C -0.006
66 C -0.243
67 F 0.029
68 C -0.030
69 C -0.156
70 H 0.132
71 H 0.088
72 H 0.070
73 H 0.104
74 H 0.087
75 H 0.126
76 H 0.139
77 H 0.109
78 H 0.073
79 H 0.133
80 H 0.129
81 H 0.099